No. 1
# C4H4N2O2

A single C4H4N2O2 molecule (wB97M-V/def2-TZVPD, the OMol25 dataset).

The geometry in XYZ format:
```
12
Properties=species:S:1:pos:R:3:forces:R:3
C 2.622314 -0.974722 -0.127453 -8.667 1.519 -0.599
C 1.386754 -0.903459 -0.129221 1.995 2.315 0.907
C -0.061486 -0.416491 0.073569 7.245 -1.916 -1.058
N -0.725409 -1.500231 -0.040164 -2.553 1.708 0.175
N -2.004189 -1.186427 0.069598 -3.853 1.215 3.496
C -0.230772 1.051517 0.056302 -3.044 3.756 -2.147
O -1.310379 1.647373 -0.374587 5.060 -2.705 2.445
O 0.979849 1.741183 0.327464 -3.394 3.188 -2.641
H 3.486770 -1.364760 0.005387 5.501 -2.022 0.526
H -2.661997 -1.993456 0.212544 1.170 1.169 -0.103
H -2.192084 -0.301833 0.854657 0.137 -3.308 -3.244
H 0.817874 2.817148 -0.140823 0.403 -4.919 2.244
```
Forces are in eV/Å.

Properties
SMILES string: C#C/C(=N/N)C(=O)O
energy: -11281.908 eV
spin multiplicity: 1
net charge: 0

Computed Löwdin charges, given in elementary charges: 0.136, -0.041, -0.261, 0.019, -0.007, -0.374, 0.002, -0.018, -0.049, 0.114, 0.207, 0.271

No. 2
# C4H4N2O2

A single C4H4N2O2 molecule (wB97M-V/def2-TZVPD, the OMol25 dataset).

The geometry in XYZ format:
```
12
Properties=species:S:1:pos:R:3:forces:R:3
C -2.289691 -0.225200 -0.395803 3.494 -2.168 2.473
N -1.040315 -0.747838 -0.246290 -4.656 3.738 -0.231
O -0.478275 -0.136450 0.922352 -1.452 0.030 1.018
C 0.884543 -0.014145 0.783936 1.268 2.984 1.796
C 1.311703 -1.015551 -0.058500 3.215 -5.353 -1.941
N 1.806423 -1.912545 -0.608407 -0.756 1.573 0.492
C 1.318639 1.233950 -0.136524 -0.235 -1.733 -0.070
O 0.589762 2.080160 -0.490397 -1.521 1.718 0.217
H -2.858449 -0.532371 -1.211671 -0.321 -0.870 -1.635
H -2.958656 0.229560 0.377420 1.548 0.312 -0.326
H 1.518589 0.003603 1.807204 -1.836 -0.167 -2.119
H 2.195728 1.036822 -0.743319 1.253 -0.063 0.326
```
Forces are in eV/Å.

Properties
SMILES string: C=NO[C@@H](C#N)C=O
energy: -11282.978 eV
spin multiplicity: 1
net charge: 0

Computed Löwdin charges, given in elementary charges: 0.074, 0.052, -0.122, -0.314, -0.286, 0.210, -0.202, 0.114, 0.040, 0.099, 0.216, 0.120

No. 3
# C4H4N2O2

A single C4H4N2O2 molecule (wB97M-V/def2-TZVPD, the OMol25 dataset).

The geometry in XYZ format:
```
12
Properties=species:S:1:pos:R:3:forces:R:3
O -2.705278 -0.333673 0.276393 0.120 -0.101 -0.088
C -1.601006 -0.037938 -0.036600 0.708 -0.907 -0.066
O -1.229497 1.295270 -0.032927 -0.228 1.288 0.050
N 0.084740 1.850504 -0.113456 0.920 -1.163 0.092
C 1.070227 1.038377 0.136346 -1.142 0.261 0.156
C 0.657970 -0.330882 0.597828 -0.626 1.117 -0.444
N 0.583514 -1.657516 0.053051 -0.213 -1.151 1.364
C -0.357791 -0.745548 -0.487997 0.288 0.759 -0.409
H 2.057930 1.499060 0.131871 -0.210 -0.129 -0.039
H 0.202985 -0.265452 1.603490 0.380 -0.175 -0.479
H 1.279881 -1.861114 -0.629587 0.478 -0.298 -0.538
H -0.043678 -0.451087 -1.498411 -0.476 0.499 0.400
```
Forces are in eV/Å.

Properties
SMILES string: O=C1ON=C[C@@H]2N[C@@H]12
energy: -11283.008 eV
spin multiplicity: 1
net charge: 0

Computed Löwdin charges, given in elementary charges: 0.170, -0.437, -0.023, 0.100, -0.079, -0.207, 0.097, -0.168, 0.117, 0.165, 0.106, 0.160